1.
Density functional theory data (ωB97M-V/def2-TZVPD) for a molecular structure, C12H26N4OSTb.

```
45
C12H26N4OSTb | OMol25 | ωB97M-V/def2-TZVPD
S -2.60157 3.03017 0.87119
H 0.48118 -4.42005 -2.48368
H 2.74845 -3.84459 -2.21840
C 2.79878 0.13909 -1.68535
C 2.68409 -1.89565 -3.27216
H -3.30080 0.10606 3.40260
H 1.38360 1.70022 0.71935
H -3.98710 2.48114 2.76639
N 0.40440 1.99923 1.08891
H 1.08570 1.15014 2.88692
H 3.81153 0.27413 -2.10050
H -4.04168 0.31743 1.87666
H 2.93464 -0.01242 -0.61589
H -1.24078 5.03788 0.94271
C -2.99547 2.13004 2.52819
H 2.17235 1.01248 -1.97980
H -2.34271 2.40915 3.38929
H -1.17897 4.26123 2.56470
N 2.09417 -1.07349 -2.21866
C 0.26666 3.47392 1.08923
H -2.28468 -1.04281 1.59588
H -1.84207 -2.65061 -1.62464
C -0.89176 -2.80264 -1.08129
H -0.71067 -3.81491 -0.75479
N -2.03764 -0.03083 1.71528
H -0.33354 2.12544 2.97848
C -3.14520 0.61316 2.43701
C 0.12880 1.36245 2.42565
C -0.66136 0.03338 2.34746
H 0.94338 3.90036 1.83587
H -0.09319 -0.79867 1.86035
H 2.42127 -1.43746 -4.25699
H 2.49965 -3.87567 -3.95789
Tb -1.14970 0.93084 -0.16521
H 0.13115 -3.40274 -3.81297
H 3.76911 -1.87983 -3.08151
C -1.15058 4.03702 1.46246
H -0.76117 -0.33364 3.39585
C 0.71607 -3.46908 -2.95040
H 0.51286 3.85741 0.13666
C 2.20669 -3.34264 -3.11763
C 0.88228 -1.27534 -1.74189
O 0.35830 -0.41092 -0.93381
N 0.16883 -2.38994 -2.04779
H -0.85328 -2.17844 -0.21585
```

Output
Net charge ... +3
2S+1 ... 7
E_HOMO (alpha / beta) ... -18.1 / -18.1 eV
LUMO level (alpha / beta) ... -0.393 / -0.376 Eh
Kohn-Sham gap (alpha / beta) ... 7.44 / 7.90 eV
ΔE to the lowest compared entry with this formula, charge and spin ... 0.000 eV

2.
Density functional theory data (ωB97M-V/def2-TZVPD) for 2 unconnected molecules or ions with the total composition C5H12BrN2.

```
20
C5H12BrN2 | OMol25 | ωB97M-V/def2-TZVPD
C 1.65059 0.15045 2.90406
H 2.29286 1.01561 3.21740
H 0.58007 0.57816 2.89502
H -1.50503 0.95482 -3.01357
N -1.39025 -0.01955 -1.27496
H -0.90809 -0.73625 0.63149
H 1.60372 -0.70996 3.58985
H 2.81741 -0.41002 -0.00408
H 3.84484 0.44725 1.30981
C -1.24003 0.11693 -0.04304
H -1.81098 1.97572 -1.76529
C -1.12557 -1.34703 -1.80242
C -2.01169 0.95250 -2.08258
N 1.94613 -0.33166 1.62515
H -1.06265 -2.05055 -1.02872
C 2.97318 -0.18724 0.99469
H -0.17453 -1.27736 -2.28382
H -3.05322 0.96285 -2.18992
H -1.88030 -1.81166 -2.54600
Br -1.54645 1.72698 0.86694
```

Output
Net charge ... +1
E_HOMO ... -12.3 eV
LUMO level ... -0.170 Eh
Kohn-Sham gap ... 7.65 eV
ΔE to the lowest compared entry with this formula, charge and spin ... 3.469 eV

3.
Density functional theory data (ωB97M-V/def2-TZVPD) for 12 unconnected molecules or ions with the total composition C31H46BrCl22N2O2PS2.

```
107
C31H46BrCl22N2O2PS2 | OMol25 | ωB97M-V/def2-TZVPD
H -6.53056 1.12714 3.98552
C 1.69009 0.69751 -1.93225
H -6.16490 -3.75521 -6.16376
Cl -2.06564 0.32763 -5.95410
C 5.77759 -0.72643 -4.54395
Cl -3.22913 -2.04618 -10.16678
N -2.25483 -2.19431 2.36582
H -3.43078 -3.73170 0.17771
C -1.86674 -0.80497 -2.83303
H 3.36492 1.04254 10.05017
H -3.16843 0.88047 1.60601
H 8.09340 3.26173 3.32792
C -2.38203 -1.58220 -3.86170
H -6.28871 -5.32876 -6.98234
Cl -4.05643 -4.64813 -6.69533
Cl 6.00360 0.40051 5.09695
Cl 2.19576 -0.31713 6.04641
H 7.86188 1.50175 3.30695
H -2.62806 -4.18240 -10.95034
Cl 6.15546 -2.16851 3.70916
Br -4.18153 0.95863 -1.07382
C -5.75621 -4.75774 -6.22929
H 0.79878 -1.36119 4.04718
C -3.15960 -2.68445 -3.53049
H -2.30089 3.74786 1.44988
C -6.37330 0.73018 2.98834
H -4.00537 -3.50219 -11.84417
Cl -4.67162 -4.56154 -9.84976
C 2.55471 0.50911 -0.85786
Cl -2.24470 4.85946 -1.90115
C -3.17964 -2.66085 0.24873
H 0.24732 -0.49648 1.39138
H -4.70837 5.16758 5.59859
C -2.10801 -1.07737 -1.47672
C 1.98599 -1.61815 7.22760
S -0.82632 0.63749 -3.15164
C 2.21288 -0.05083 2.93079
H 1.39196 0.66285 2.78132
O -1.74421 -1.17585 2.62779
C 2.05298 0.05320 0.35145
Cl -6.16773 2.08368 1.86966
Cl 3.42134 -2.64076 7.32940
C -3.06559 2.98359 1.24908
Cl 7.42868 2.47254 1.21097
H -1.29220 1.01008 -8.07475
Cl -3.60044 1.46027 -8.17358
C 2.95299 -0.21616 1.56851
C -1.76089 4.68046 -3.59328
C 4.24663 0.41577 9.97191
Cl 4.52180 -1.62605 -3.67431
H 3.66515 1.50004 -3.45496
H 4.94794 0.07932 2.26661
S 1.44550 2.96254 -4.11494
Cl 6.18202 0.80105 -3.75091
H 1.14155 -2.23296 6.93334
H 4.92098 0.61867 10.79631
H -2.17908 -1.34506 -4.93299
H 6.85166 -1.64173 5.89615
C 0.33791 0.45354 -1.80776
H 2.91597 0.27239 3.70413
N -1.59594 -0.22747 -0.43299
C 1.62730 -1.44664 3.33698
H -3.73872 3.01919 2.10860
C 4.30535 0.54346 1.50572
C -3.83382 4.65131 5.21867
H -1.75216 2.39023 -7.05172
C 6.01006 -1.35701 5.27381
H -1.82452 1.84219 -0.93399
H 1.80419 -1.17554 8.20028
H -7.23322 0.14582 2.68042
O -1.97493 -2.57535 1.03909
C -0.19819 0.01736 -0.59887
H 2.44611 -2.03386 3.77415
H 5.08228 -1.65862 5.73960
Cl -5.95313 -5.55667 -4.66355
H 6.67271 -1.33697 -4.58154
C 0.67805 -0.16801 0.44944
C -3.37688 -2.98007 -2.20646
H -3.56285 -3.26062 -4.35962
H -1.25056 5.58305 -3.91074
H -1.09576 3.82846 -3.67740
H 4.79416 0.31523 0.55012
H -3.00352 4.77107 5.90553
H -3.64873 3.30910 0.37912
H -3.96365 -3.86142 -1.93779
Cl -3.38796 5.35661 3.65524
H 5.42647 -0.51916 -5.54895
H 3.61998 0.70108 -0.96656
Cl -3.16175 4.41440 -4.64336
H -4.03542 -2.13485 0.69101
H 3.22370 -1.28659 1.50255
H 2.06342 0.27487 -4.52281
H 1.24852 -1.99071 2.46050
Cl 5.06913 0.79242 8.45007
Cl 3.73983 -1.27841 10.04935
C -2.33770 1.07249 -0.33902
Cl 10.00233 2.12489 2.55182
Cl -4.21728 2.93098 5.07147
P 2.28263 1.27819 -3.55628
C -3.56024 -3.63514 -10.86442
Cl -4.95222 -0.32857 3.01225
H -1.51385 1.50790 1.64922
C -2.02633 1.39038 -7.37301
C 8.26156 2.34954 2.76596
C -2.86850 -2.20336 -1.17832
C -2.47023 1.56094 1.10742
H 4.20487 1.61965 1.68328
```

Output
Structure (SMILES) ... CC[C@H](C)c1cc([PH2]=S)c2c(c1)N([C@@H](Br)CC)c1c(CON=O)cccc1S2.ClCCl.ClCCl.ClCCl.ClCCl.ClCCl.ClCCl.ClCCl.ClCCl.ClCCl.ClCCl.ClCCl
E_HOMO ... -8.0 eV
LUMO level ... 0.006 Eh
Kohn-Sham gap ... 8.16 eV

| no. | F_max (hartree/bohr) | molar mass (g mol⁻¹) |
| --- | --- | --- |
| 1 | 0.05093 | 433.4 |
| 2 | 0.07880 | 180.1 |
| 3 | 0.03738 | 1433.7 |